(1)
Density functional theory data (wB97M-V/def2-TZVPD) for an isolated molecule of C2H3BF2O.

Geometry as XYZ:
```
9
C2H3BF2O wB97M-V/def2-TZVPD
B 1.236 -1.111 -0.141
O -0.042 -1.096 0.116
C -0.793 -0.039 0.180
F -2.050 -0.314 0.661
C -0.553 1.176 -0.056
F 0.575 1.802 -0.461
H 1.667 -0.117 -0.165
H 1.473 -2.282 -0.199
H -1.512 1.980 0.064
```

Its energy relative to the best compared isomer or geometry (same formula, charge and spin) is 77.55 kcal per mole. The net charge is 0. Its SMILES is BO/C(F)=C\F. The calculation puts the HOMO energy at -10.04 eV. The frontier orbital gap comes out at 10.62 eV. Its multiplicity is 1.

=====

(2)
Density functional theory data (wB97M-V/def2-TZVPD) for a structure of composition C52H41Cl3I2N2O7W.

Geometry as XYZ:
```
108
C52H41Cl3I2N2O7W wB97M-V/def2-TZVPD
W -1.006 -0.747 1.507
I 2.957 2.042 2.784
C 0.999 2.538 3.358
C 0.769 3.633 4.198
C -0.494 3.913 4.656
I -0.764 5.584 5.912
C -1.592 3.092 4.296
C -2.903 3.209 4.793
C -3.857 2.322 4.368
C -3.519 1.329 3.443
N -2.303 1.168 2.954
C -1.351 2.030 3.388
C -0.043 1.749 2.915
O 0.091 0.709 2.085
H 1.605 4.248 4.493
H -3.139 3.979 5.514
H -4.864 2.369 4.748
H -4.273 0.632 3.106
Cl -7.164 -1.076 1.510
C -5.568 -0.554 1.121
C -4.474 -1.215 1.690
C -3.165 -0.851 1.375
Cl -1.057 -1.251 3.840
C -3.027 0.201 0.432
O -1.709 0.449 0.127
C -4.102 0.929 -0.062
Cl -3.837 2.326 -1.046
C -5.392 0.531 0.275
H -4.673 -2.017 2.388
H -6.244 1.065 -0.113
O -0.044 -3.203 2.175
C -1.067 -4.180 2.384
C -1.984 -4.158 1.192
C -2.719 -5.283 0.826
C -3.521 -5.225 -0.297
C -3.574 -4.031 -1.008
C -2.842 -2.954 -0.555
N -2.043 -2.998 0.528
H 0.597 -3.287 2.904
H -1.637 -3.928 3.294
H -0.622 -5.175 2.505
H -2.648 -6.185 1.414
H -4.086 -6.088 -0.616
H -4.178 -3.940 -1.896
H -2.892 -2.001 -1.073
C 3.994 1.215 -2.650
C 3.900 0.991 -1.139
C 5.186 1.374 -0.430
O 2.798 1.769 -0.601
C 1.688 0.979 -0.514
C 2.184 -0.442 -0.897
O 3.568 -0.339 -0.797
C 1.559 -1.660 -0.134
O 0.302 -1.259 0.371
C 2.409 -2.141 1.056
C 3.341 -3.171 0.978
C 4.062 -3.567 2.095
C 3.850 -2.974 3.327
C 2.891 -1.982 3.434
C 2.188 -1.570 2.311
C 1.440 -2.691 -1.262
C 2.563 -3.108 -1.975
C 2.419 -3.956 -3.058
C 1.161 -4.375 -3.464
C 0.042 -3.904 -2.803
C 0.186 -3.055 -1.718
C 0.422 2.336 -2.169
O 0.668 1.255 -1.494
C -0.331 1.996 -3.378
C -1.467 1.186 -3.261
C -2.167 0.819 -4.393
C -1.710 1.194 -5.651
C -0.537 1.925 -5.774
C 0.151 2.336 -4.648
C 0.767 3.685 -1.846
C 1.285 4.056 -0.585
C 1.571 5.372 -0.296
C 1.367 6.364 -1.247
C 0.817 6.030 -2.479
C 0.496 4.723 -2.770
H 4.171 2.270 -2.845
H 3.084 0.909 -3.162
H 4.827 0.638 -3.040
H 5.476 2.386 -0.695
H 5.965 0.677 -0.723
H 5.043 1.308 0.646
H 1.205 1.033 0.471
H 1.881 -0.563 -1.952
H 3.512 -3.694 0.054
H 4.791 -4.357 1.994
H 4.418 -3.278 4.193
H 2.682 -1.522 4.388
H 1.453 -0.777 2.429
H 3.542 -2.731 -1.718
H 3.294 -4.278 -3.603
H 1.056 -5.033 -4.312
H -0.946 -4.176 -3.144
H -0.673 -2.614 -1.235
H -1.801 0.897 -2.274
H -3.065 0.229 -4.301
H -2.255 0.896 -6.534
H -0.150 2.172 -6.751
H 1.093 2.855 -4.751
H 1.455 3.316 0.174
H 1.967 5.628 0.673
H 1.618 7.389 -1.026
H 0.629 6.800 -3.210
H 0.030 4.500 -3.716
```

The net charge is +2. The calculation puts the HOMO energy at -12.87 eV. The frontier orbital gap comes out at 5.77 eV. Its multiplicity is 1.

=====

(3)
Density functional theory data (wB97M-V/def2-TZVPD) for a cluster of 4 separate species, C24H35FINO7S2 in total.

Geometry as XYZ:
```
71
C24H35FINO7S2 wB97M-V/def2-TZVPD
C -1.155 -1.370 1.054
C 0.048 -0.850 0.084
I 1.892 -1.722 0.882
C 0.109 0.776 0.001
C -1.312 1.274 -0.573
C -2.356 2.079 0.292
C -1.915 2.387 1.796
S -3.257 3.088 2.854
O -3.743 4.424 2.342
O -4.386 2.083 3.023
C -3.760 2.521 -0.269
C -4.061 2.112 -1.724
C -3.023 1.329 -2.585
C -1.646 0.886 -2.062
F -0.769 0.166 -2.902
C -3.775 1.125 -3.977
O -3.340 1.056 -5.147
N -5.208 1.094 -3.544
C -5.654 -0.136 -2.827
C -6.420 -1.210 -3.742
C -5.873 -1.329 -5.250
S -7.067 -0.405 -6.351
C -5.335 2.302 -2.666
O -6.201 3.188 -2.745
H -0.767 -1.988 1.941
H -1.840 -2.045 0.424
H -1.763 -0.500 1.477
H -0.179 -1.281 -0.962
H 0.893 1.019 -0.813
H 0.363 1.261 0.999
H -1.077 3.179 1.735
H -1.457 1.434 2.235
H -2.734 3.312 4.135
H -4.530 3.099 0.335
H -4.833 -0.691 -2.259
H -6.409 0.216 -2.023
H -7.566 -1.074 -3.727
H -6.245 -2.241 -3.244
H -4.785 -1.024 -5.393
H -5.930 -2.449 -5.531
H -7.806 0.371 -5.443
C 1.121 -6.357 3.616
C 1.769 -5.043 3.269
C 3.177 -5.083 2.738
O 1.177 -3.989 3.412
H 0.110 -6.176 3.986
H 1.061 -6.988 2.727
H 1.695 -6.859 4.398
H 3.208 -5.658 1.809
H 3.842 -5.529 3.481
H 3.516 -4.066 2.531
C 5.896 -0.054 1.799
C 5.872 -0.568 3.214
C 5.704 0.445 4.315
O 5.984 -1.756 3.459
H 6.023 -0.894 1.112
H 4.955 0.446 1.570
H 6.733 0.635 1.668
H 4.752 0.969 4.197
H 6.532 1.157 4.296
H 5.704 -0.066 5.280
C 5.307 4.254 -1.152
C 5.329 2.800 -0.760
C 6.051 1.847 -1.675
O 4.785 2.411 0.257
H 4.754 4.823 -0.402
H 6.327 4.641 -1.203
H 4.810 4.371 -2.117
H 7.104 2.127 -1.748
H 5.587 1.857 -2.663
H 5.985 0.835 -1.268
```

The net charge is 0. Its SMILES is C[C@H](I)Cc1c(C[SH](=O)=O)cc2c(c1F)C(=O)N(CCCS)C2=O.CC(C)=O.CC(C)=O.CC(C)=O. The calculation puts the HOMO energy at -8.74 eV. The frontier orbital gap comes out at 7.62 eV. Its multiplicity is 1.

=====

(4)
Density functional theory data (wB97M-V/def2-TZVPD) for an isolated molecule of C5H8O2.

Geometry as XYZ:
```
15
C5H8O2 wB97M-V/def2-TZVPD
C 1.865 -0.354 -0.381
C -1.927 -0.806 0.228
C -0.469 -0.868 0.350
C 0.346 1.506 0.128
C 0.418 0.079 -0.435
O 2.340 -1.118 0.407
O -1.184 -1.828 -0.369
H 2.494 0.151 -1.143
H -2.550 -1.100 1.064
H -2.375 -0.093 -0.456
H -0.039 -1.218 1.285
H 0.654 1.512 1.171
H -0.671 1.885 0.065
H 1.001 2.168 -0.433
H 0.098 0.085 -1.482
```

Its energy relative to the best compared isomer or geometry (same formula, charge and spin) is 25.77 kcal per mole. The net charge is 0. The calculation puts the HOMO energy (spin up / spin down) at -5.99 / -10.48 eV. The frontier orbital gap (spin up / spin down) comes out at 7.01 / 8.09 eV. Its multiplicity is 3.

=====

(5)
Density functional theory data (wB97M-V/def2-TZVPD) for a structure of composition C45H19F15GeN5O3S3Sm.

Geometry as XYZ:
```
92
C45H19F15GeN5O3S3Sm wB97M-V/def2-TZVPD
Sm 0.412 2.292 -0.109
O 2.734 2.809 0.210
C 3.687 1.972 0.817
C 2.888 1.257 1.941
C 3.665 0.309 2.665
C 3.004 -0.424 3.621
C 1.627 -0.264 3.839
C 0.962 0.614 2.987
N 1.558 1.363 2.048
H 3.140 3.537 -0.224
H 4.537 2.629 1.136
H 4.018 1.139 0.119
H 4.778 0.300 2.436
H 3.475 -1.272 4.142
H 1.185 -0.900 4.614
H -0.109 0.677 3.047
O -3.324 -3.770 -3.478
C -4.125 -3.237 -2.565
O -5.219 -3.670 -2.272
C -3.576 -2.016 -1.847
C -2.285 -1.423 -2.175
C -1.854 -0.370 -1.348
C -2.604 0.050 -0.285
C -3.921 -0.475 -0.089
C -4.390 -1.514 -0.878
N -2.026 1.126 0.497
C -2.794 1.809 1.222
C -2.195 2.886 2.108
C -3.020 3.630 2.943
C -2.532 4.691 3.663
C -1.174 4.947 3.574
C -0.418 4.163 2.737
N -0.899 3.177 2.013
H -2.466 -3.383 -3.612
H -1.633 -1.790 -2.939
H -0.845 0.000 -1.476
H -4.417 -0.228 0.837
H -5.389 -1.950 -0.804
H -3.820 1.634 1.277
H -4.085 3.558 2.871
H -3.271 5.349 4.243
H -0.801 5.824 3.929
H 0.676 4.376 2.646
S 0.569 5.178 -0.311
C -1.083 4.858 -0.633
C -2.009 5.744 0.079
C -3.344 5.443 0.171
C -4.288 6.260 0.933
N -4.994 6.883 1.578
C -3.799 4.256 -0.453
C -2.944 3.579 -1.273
C -1.571 3.808 -1.414
S -0.629 2.736 -2.480
C -5.136 3.743 -0.205
N -6.151 3.327 0.152
H -1.659 6.673 0.593
H -3.350 2.763 -1.898
F 0.135 -1.862 -3.575
C 1.142 -2.695 -3.872
C 2.199 -2.753 -2.973
C 3.240 -3.605 -3.375
F 4.289 -3.776 -2.582
C 3.256 -4.301 -4.553
F 4.417 -4.831 -4.961
C 2.128 -4.283 -5.377
F 2.163 -4.883 -6.550
C 1.062 -3.421 -5.014
F -0.062 -3.403 -5.644
Ge 1.945 -1.807 -1.178
S 1.909 0.335 -1.500
C 0.312 -2.710 -0.368
C -0.273 -3.920 -0.739
F 0.278 -4.645 -1.756
C -1.440 -4.464 -0.255
F -1.977 -5.505 -0.849
C -2.008 -3.830 0.854
F -3.115 -4.296 1.432
C -1.468 -2.674 1.301
F -1.994 -1.959 2.279
C -0.388 -2.161 0.683
F 0.094 -0.970 1.169
C 3.568 -2.203 -0.071
C 4.789 -1.756 -0.523
F 4.848 -1.094 -1.735
C 6.027 -1.918 0.108
F 7.142 -1.386 -0.464
C 5.997 -2.483 1.322
F 7.058 -2.561 2.092
C 4.810 -3.070 1.778
F 4.993 -3.705 2.966
C 3.619 -2.779 1.183
F 2.538 -3.313 1.827
```

The net charge is 0. The calculation puts the HOMO energy (spin up / spin down) at -7.90 / -7.91 eV. The frontier orbital gap (spin up / spin down) comes out at 6.36 / 6.37 eV. Its multiplicity is 6.

=====

Number 1: largest force on an atom 0.164 hartree/bohr. Number 2: largest force on an atom 0.051 hartree/bohr. Number 3: largest force on an atom 0.103 hartree/bohr. Number 4: largest force on an atom 0.134 hartree/bohr. Number 5: largest force on an atom 0.064 hartree/bohr.